1.
79
Properties=species:S:1:pos:R:3:forces:R:3 method="wB97M-V/def2-TZVPD" total_charge=+2 fmax_ev_per_a=2.75 e_above_lowest_ev=0.000 orbital_gap_ev=4.019 homo_energy_ev=-12.26
Tl -1.1276 0.2241 -0.6285 -0.121 -0.107 0.070
C -1.8829 4.3382 0.7294 -0.494 -1.187 -0.262
C -1.6488 3.5471 2.0183 -0.189 0.018 -0.104
S -2.2986 1.8447 1.9768 0.046 -0.291 0.388
C -1.4774 1.0937 3.4482 0.572 0.533 -0.569
C 0.0093 0.7892 3.3033 0.024 -0.959 1.126
S 0.4590 -0.4201 2.0246 0.363 0.183 0.032
C 2.2857 -0.3778 2.2792 -0.738 -0.407 1.460
C 3.1003 0.8916 2.1942 -0.447 0.534 -1.403
S 1.5046 2.3269 0.3703 0.453 -0.003 -0.735
C 1.5621 3.2872 -1.1782 -0.047 -0.002 0.075
C 0.3566 4.3037 -1.1460 0.624 -0.527 -0.010
S -1.3192 3.5762 -0.8695 0.735 0.614 0.614
H -1.5674 5.3683 0.8521 0.213 0.064 -0.221
H -2.9544 4.3306 0.5606 -0.281 0.343 -0.056
H -2.1257 4.0972 2.8338 -0.050 -0.119 -0.044
H -0.6128 3.4510 2.2280 0.924 0.180 0.220
H -2.0339 0.2363 3.7216 -0.667 -1.183 -0.244
H -1.5966 1.6964 4.3345 -0.042 0.774 0.078
H 0.4168 0.3938 4.2764 -0.543 0.280 -0.774
H 0.5342 1.6913 3.1179 0.495 0.968 -0.295
H 2.6932 -1.1565 1.6629 0.141 -0.413 -0.370
H 2.3977 -0.7306 3.3448 0.039 0.266 -1.004
H 4.0676 0.6485 2.5946 0.437 0.049 0.551
H 2.6491 1.7308 2.7269 0.163 -0.196 0.289
H 1.5900 2.5577 -1.9817 -0.549 -0.138 -0.314
H 2.5168 3.8071 -1.2299 0.008 0.327 0.198
H 0.3302 4.8495 -2.0955 0.072 -0.238 0.142
H 0.5652 5.0330 -0.3596 -0.177 -0.150 -0.065
Br 7.9804 1.7493 -0.3730 0.325 0.056 0.010
C 6.1846 1.7346 -0.0141 0.243 1.028 0.143
C 5.5839 2.8123 0.6662 1.508 0.181 1.063
C 4.3182 2.6653 1.0788 -1.816 1.163 0.628
C 3.4711 1.5282 0.7626 -0.600 -0.164 -0.248
O 1.4412 3.3956 1.3670 0.094 0.192 0.958
C 4.0417 0.6042 -0.2448 0.907 1.571 0.780
C 3.2949 -0.3226 -1.0549 -1.307 -0.787 -0.071
N 2.0179 -0.3119 -1.2272 1.361 0.400 0.433
C 1.4916 -1.2701 -2.1209 -0.039 0.226 -0.492
C 1.7189 -2.6247 -1.9827 0.133 1.641 -0.974
C 1.1245 -3.4790 -2.9199 -0.403 -0.256 0.921
C 0.2469 -3.0429 -3.8485 -0.281 0.302 -1.069
C 0.0569 -1.6516 -4.0853 0.296 0.192 0.349
C -0.7502 -1.0734 -5.0967 -1.518 -2.271 -0.356
C -0.9606 0.2508 -5.1656 -0.219 1.067 -0.416
C -0.2096 1.0654 -4.3218 1.035 0.757 1.046
N 0.6214 0.5985 -3.3921 -0.560 0.589 -0.144
C 0.7092 -0.7412 -3.2204 -0.075 -0.524 0.152
C 5.4194 0.7092 -0.5046 -2.255 -0.673 0.059
H 6.2140 3.5949 1.1167 -0.381 -0.201 -0.696
H 3.8683 3.4661 1.7352 0.460 -1.044 -0.658
H 3.9174 -1.0281 -1.5775 0.238 -0.404 -0.453
H 2.4475 -2.9492 -1.2714 0.013 -0.413 0.567
H 1.2413 -4.5229 -2.7824 0.253 -0.888 -0.038
H -0.2635 -3.7833 -4.4548 -0.012 0.194 -0.140
H -1.3882 -1.7256 -5.7408 0.891 0.365 0.495
H -1.6829 0.7003 -5.8490 0.333 -0.230 0.092
H -0.2673 2.1679 -4.3905 -0.029 -0.701 0.001
H 5.8840 0.0028 -1.1350 0.358 -0.775 -0.697
C -2.7073 -3.4360 -1.5581 -1.682 -0.227 0.569
P -2.2529 -2.7229 0.0741 0.694 0.028 0.132
C -1.3285 -4.1019 0.9189 -0.170 0.636 -0.013
C -3.7571 -2.5431 1.0747 -0.551 -0.390 -1.117
C -3.6891 -2.6733 2.4477 1.486 -0.644 0.327
C -4.8275 -2.8028 3.2122 -0.071 0.072 0.852
C -6.0692 -2.6079 2.6344 0.268 0.163 -0.220
C -6.1469 -2.3313 1.2780 0.523 -0.295 0.206
C -5.0134 -2.3861 0.4757 -0.283 1.006 0.116
H -3.5546 -4.1788 -1.5074 1.017 0.500 0.071
H -1.7960 -3.8880 -1.9215 0.115 -0.144 -0.364
H -3.0637 -2.6414 -2.2253 0.341 -0.126 0.017
H -1.9251 -4.9747 1.2068 0.061 0.086 -0.477
H -0.9658 -3.6710 1.8489 0.217 0.017 0.093
H -0.4447 -4.3372 0.3102 -0.338 -0.183 0.134
H -2.6728 -2.7877 2.8821 -0.933 0.020 0.014
H -4.7451 -3.0555 4.2743 -0.033 0.256 -0.378
H -6.9538 -2.6175 3.2379 -0.330 -0.106 0.190
H -7.0871 -2.0916 0.8442 -0.646 0.046 -0.342
H -5.1647 -2.0996 -0.5702 0.398 -0.520 0.175


2.
89
Properties=species:S:1:pos:R:3:forces:R:3 method="wB97M-V/def2-TZVPD" fmax_ev_per_a=4.36 orbital_gap_ev=8.999 homo_energy_ev=-10.17 smiles="O=[N+]([O-])c1ccccc1.O=[N+]([O-])c1ccccc1.O=[N+]([O-])c1ccccc1.O=S1(=O)OCCO1.O=C1CCCO1.O=C1CCCO1.O=C1CCCO1"
C 2.7838 0.1274 1.3014 0.823 -0.193 0.222
C 4.0072 0.8663 0.7799 -0.081 0.362 1.814
O 4.0544 0.5391 -0.5745 0.140 -1.092 -2.127
S 2.6669 -0.1094 -1.1994 0.233 1.449 -0.077
O 2.7293 -1.5488 -1.4187 0.120 2.582 0.665
O 2.2422 0.7813 -2.2852 0.582 -2.071 2.495
O 1.9107 0.2673 0.2080 -1.641 -0.947 -1.874
H 2.2763 0.5029 2.1900 0.213 0.289 -0.220
H 3.0778 -0.9063 1.4835 -0.356 -0.280 -0.124
H 4.9130 0.5569 1.3014 0.085 -0.239 -0.314
H 3.9176 1.9399 0.9451 -0.141 0.144 -0.446
C -6.1961 4.0466 4.9779 1.473 1.195 -0.551
C -5.1516 4.9618 4.5885 -1.789 -1.536 0.469
C -3.8284 4.5611 4.6022 0.118 1.843 -0.396
C -3.4649 3.3567 5.1232 0.083 -0.898 0.187
C -4.4765 2.4317 5.4208 1.576 0.148 -0.426
C -5.8299 2.7672 5.3357 1.104 -0.757 -0.098
N -1.9870 2.9385 5.2107 1.338 -1.986 -0.815
O -1.0319 3.6674 4.9909 -1.769 1.488 0.078
O -1.7375 1.7438 5.3976 -1.688 0.516 0.351
H -7.2382 4.3212 4.9062 0.004 0.130 0.011
H -5.4090 5.9420 4.2152 -0.011 0.001 -0.020
H -3.1544 5.2636 4.1345 0.579 -0.127 0.387
H -4.0671 1.4379 5.5265 -0.578 -0.332 0.588
H -6.5032 1.9310 5.4531 -0.434 0.304 0.198
C 7.2995 -1.7343 -5.8340 -0.439 0.079 1.074
C 7.0989 -2.9656 -5.2532 0.222 0.416 -0.215
C 7.4362 -4.0823 -5.9717 0.070 -0.967 -0.899
C 7.8976 -3.9936 -7.3181 -0.912 0.819 1.750
C 8.0397 -2.7103 -7.9012 0.356 -2.682 -0.074
C 7.7731 -1.6335 -7.1113 0.363 1.650 -0.185
N 8.1716 -5.2352 -8.0739 0.699 1.019 -1.651
O 8.0882 -6.3157 -7.5720 -0.446 -0.678 1.393
O 8.5162 -5.0882 -9.2413 -0.162 0.489 0.204
H 7.0815 -0.8620 -5.2357 0.070 0.268 -0.187
H 6.7250 -3.0462 -4.2432 -0.011 -0.094 0.012
H 7.2626 -4.9885 -5.4104 0.322 -0.595 -0.708
H 8.4003 -2.6714 -8.9185 -0.006 0.265 0.007
H 8.0040 -0.6285 -7.4322 -0.132 0.013 -0.518
C -3.8579 -2.5399 2.1636 1.505 -0.176 0.778
C -3.6390 -3.8446 2.6654 -1.512 0.314 -0.997
C -4.7024 -4.7847 2.7171 0.781 0.817 -0.424
C -5.9865 -4.3919 2.2337 2.407 1.039 0.711
C -6.1023 -3.0624 1.8392 -1.191 0.146 -1.110
C -5.0747 -2.0922 1.7852 -2.071 -1.860 0.030
N -7.1512 -5.2785 2.2613 -1.993 -1.181 1.399
O -8.2773 -4.8177 2.0280 1.837 -0.032 -0.291
O -7.0119 -6.4354 2.6858 0.659 1.547 -0.892
H -3.0334 -1.8454 2.0982 0.344 -0.104 0.088
H -2.6029 -4.0746 2.8655 -0.180 -0.501 0.408
H -4.4228 -5.7661 3.0705 -0.588 -0.195 -0.024
H -7.0495 -2.8018 1.3905 -0.301 0.158 0.275
H -5.3302 -1.1145 1.4041 0.308 0.040 0.039
O -5.1012 0.7369 -3.2246 1.635 1.261 1.298
C -4.4862 1.5429 -2.5301 -0.150 -2.499 -3.573
O -5.1446 2.4783 -1.8961 -0.963 -0.198 0.722
C -4.3433 3.1182 -0.9788 2.746 2.365 0.920
C -2.8641 2.5764 -1.0901 -0.527 -2.013 0.181
C -2.9514 1.6705 -2.3240 -0.355 -0.296 0.284
H -4.6789 3.0393 0.0552 -0.425 -0.107 -0.229
H -4.3178 4.1615 -1.2933 -0.192 0.253 0.441
H -2.6705 1.8271 -0.3225 -0.261 0.403 0.695
H -1.9747 3.2052 -1.0485 -0.655 0.646 -0.278
H -2.6022 0.6565 -2.1294 0.031 0.020 0.111
H -2.3020 2.0140 -3.1292 -0.857 0.155 -0.549
O -3.1454 -8.3841 -3.7776 1.369 2.839 0.081
C -2.5064 -7.3357 -3.6639 -1.036 -2.925 -0.142
O -2.1676 -6.5610 -4.7335 -0.940 -1.569 -0.272
C -1.4814 -5.4287 -4.3450 0.568 1.562 1.341
C -0.9755 -5.7225 -2.9110 0.556 2.084 0.032
C -1.8542 -6.8161 -2.3724 0.112 -0.698 -1.200
H -2.1491 -4.5672 -4.3393 -0.289 -0.002 -0.032
H -0.6645 -5.1418 -5.0072 -0.049 -0.591 -0.239
H -1.0642 -4.8128 -2.3171 -0.130 0.090 0.041
H 0.1062 -5.8451 -2.9657 -0.100 -0.906 0.252
H -2.6298 -6.5151 -1.6682 0.147 0.085 -0.040
H -1.2869 -7.6562 -1.9720 -0.211 0.039 0.179
O 7.2495 8.0699 4.4706 -3.280 -0.168 0.158
C 6.0235 7.8707 4.4396 4.067 0.875 0.876
O 5.5440 6.8353 3.7938 -0.444 -1.804 -2.130
C 4.1684 6.9581 3.4376 -0.996 0.733 0.875
C 3.6765 8.1473 4.2981 -0.371 0.151 0.533
C 4.9044 8.5542 5.1476 -0.518 0.426 -0.147
H 3.6075 6.0404 3.6142 0.460 -0.163 0.473
H 3.9434 7.1821 2.3948 0.992 0.033 -0.258
H 2.8681 7.8541 4.9680 -0.082 0.006 -0.188
H 3.2964 8.9365 3.6494 0.173 0.127 0.175
H 4.8246 8.1160 6.1424 0.127 -0.175 0.010
H 5.0936 9.6133 5.3225 -0.136 -0.046 -0.374


3.
73
Properties=species:S:1:pos:R:3:forces:R:3 method="wB97M-V/def2-TZVPD" total_charge=+1 fmax_ev_per_a=2.89 e_above_lowest_ev=0.000 orbital_gap_ev=6.775 homo_energy_ev=-9.29
C 4.2113 -4.5209 -2.0313 -0.106 -0.075 0.534
C 5.3505 -3.5236 -2.2424 0.275 -0.182 -0.416
N 4.9781 -2.2286 -1.7492 -0.168 0.027 0.094
C 5.9040 -1.1255 -1.5825 0.450 0.191 -0.104
C 5.0138 0.0565 -1.1271 0.796 0.532 0.093
C 3.6361 -0.4861 -1.1900 -1.100 -0.114 -0.027
C 2.4307 0.0788 -0.8479 0.421 -0.326 -0.315
C 1.2374 -0.6744 -0.9601 0.586 -0.337 0.614
C -0.0128 0.0329 -0.5955 -0.923 0.144 -2.736
C -1.3081 -0.6615 -0.7653 0.183 0.592 1.078
C -2.4205 0.1562 -1.1269 -0.384 -0.862 -0.233
C -3.6525 -0.4371 -1.3390 1.349 0.233 0.200
C -3.7685 -1.8236 -1.1902 0.252 -0.422 0.336
N -5.0093 -2.2456 -1.4961 0.066 0.006 -0.198
C -5.4345 -3.6119 -1.4182 -0.056 -0.295 0.367
C -4.2339 -4.5551 -1.5195 0.151 0.073 -0.387
C -3.0444 -4.1268 -0.6456 0.200 -0.455 0.455
C -2.7286 -2.6674 -0.7546 0.167 1.002 -0.510
C -1.4965 -2.0532 -0.5373 -0.353 0.016 -0.001
C -5.8898 -1.1450 -1.8181 -0.420 0.232 -0.034
C -4.9759 0.1013 -1.7647 -0.622 0.652 -0.103
C 1.3412 -2.0035 -1.5034 0.125 0.125 0.095
C 2.5613 -2.6144 -1.8300 -0.130 1.232 0.341
C 3.6917 -1.8186 -1.6231 0.146 -0.145 0.412
C 2.8086 -3.9870 -2.3860 -0.316 -0.471 -0.462
H 4.4254 -5.4373 -2.5933 -0.087 0.203 0.113
H 4.2041 -4.7897 -0.9646 0.014 0.003 -0.222
H 6.2476 -3.8633 -1.7005 -0.244 0.045 -0.141
H 5.6373 -3.4650 -3.3088 -0.125 -0.007 0.183
H 6.7048 -1.3672 -0.8652 -0.294 -0.007 -0.158
H 6.3890 -0.8899 -2.5391 0.014 -0.065 0.077
H 5.2506 0.3767 -0.1071 0.094 0.019 -0.160
H 5.1595 0.9152 -1.7987 -0.083 -0.167 0.292
H 2.4184 1.1145 -0.5110 -0.088 -0.281 0.057
H -0.0312 1.0093 -1.1055 -0.147 -0.830 -0.093
H -2.2799 1.2202 -1.3082 0.014 -0.123 0.164
H -5.9626 -3.7880 -0.4685 -0.013 0.005 -0.083
H -6.1503 -3.7979 -2.2249 0.085 -0.090 0.054
H -4.5591 -5.5594 -1.2363 0.093 0.087 -0.090
H -3.9030 -4.5956 -2.5666 -0.094 0.004 0.179
H -3.2753 -4.3569 0.4039 0.064 -0.052 -0.111
H -2.1543 -4.7174 -0.9135 -0.302 0.088 0.128
H -0.6595 -2.6852 -0.2244 -0.416 0.400 0.118
H -6.3547 -1.2863 -2.8008 0.084 -0.018 0.086
H -6.7023 -1.0694 -1.0833 0.071 -0.056 -0.080
H -5.3679 0.8170 -1.0282 0.136 -0.073 -0.285
H -4.9343 0.6074 -2.7379 0.031 -0.074 0.245
H 0.4483 -2.5715 -1.7521 0.199 0.243 0.140
H 2.6901 -3.9861 -3.4839 0.003 0.092 0.301
H 2.0608 -4.6936 -1.9980 0.152 0.152 -0.145
C 0.6684 6.9234 4.2551 0.146 0.046 0.122
C -0.5381 6.4082 5.0571 -0.281 -0.007 -0.419
C -0.6613 4.9129 4.6969 -0.111 -0.318 0.722
N 0.0631 4.7306 3.4463 0.376 -0.229 -0.799
C 0.0462 3.6236 2.6370 -0.085 0.444 0.542
C 0.6159 3.6467 1.3345 -0.139 -0.462 -0.196
C 0.4924 2.5497 0.5053 0.130 -0.469 0.383
N -0.0067 1.3340 0.8757 0.080 1.123 1.058
C -0.5334 1.3056 2.1194 0.202 0.209 0.345
C -0.5476 2.3902 3.0130 0.042 -0.396 -0.795
C 0.9335 5.8826 3.1570 0.141 0.232 -0.604
H 0.4623 7.9053 3.8082 0.130 -0.295 0.217
H 1.5418 7.0277 4.9087 -0.147 -0.021 -0.203
H -0.3974 6.5455 6.1327 -0.104 -0.056 -0.212
H -1.4400 6.9594 4.7616 0.157 -0.236 0.097
H -0.1935 4.3323 5.5050 -0.095 -0.126 -0.173
H -1.7097 4.5873 4.6137 0.335 0.073 -0.093
H 1.1416 4.5052 0.9350 -0.245 0.028 0.123
H 0.8314 2.6459 -0.5234 0.055 -0.129 0.134
H -0.9540 0.3508 2.4229 0.031 0.098 -0.001
H -0.9926 2.2709 3.9957 0.033 -0.068 -0.209
H 0.6860 6.3158 2.1694 0.087 -0.287 0.324
H 2.0010 5.5900 3.1337 -0.487 -0.024 -0.025